Record 1
Below is a molecular structure, C23H52P4STl in a non-equilibrium geometry, with properties calculated with ωB97M-V with the def2-TZVPD basis set.

- Highest occupied orbital energy (spin up / spin down): -15.86 / -15.98 eV
- Total charge: +3
- LUMO energy (spin up / spin down): -12.684 / -12.760 eV
- E_tot: -2842.41877 Eh
- Energy above the lowest of the compared OMol25 structures with the same formula, charge and spin: 141.0 kJ/mol

```
81
Properties=species:S:1:pos:R:3:lowdin_charge:R:1
Tl 0.5551 -1.1475 -1.6329 0.5775
P -0.7059 1.6909 1.2564 0.9612
P -2.5269 -0.7963 -0.9351 0.7427
P 2.6688 1.0018 -0.3116 0.7905
H 0.4472 -2.1980 -7.7886 0.0596
C 1.4765 -2.4342 -7.5259 -0.0549
C 1.8004 -3.4971 -6.7846 -0.0666
H 1.0563 -4.1392 -6.3054 0.0531
C -1.1442 3.2445 0.3451 -0.2159
C -2.2156 1.6061 2.3333 -0.2210
C 0.4335 2.4574 2.5046 -0.2165
C -2.8107 -2.1920 -2.1049 -0.2769
C -3.8793 -1.1810 0.2480 -0.2540
C -3.3830 0.4981 -1.9171 -0.2563
C 3.9896 0.4402 -1.4680 -0.2578
C 3.7641 1.2031 1.1645 -0.2372
C 2.6176 2.7490 -0.8686 -0.2578
H 2.2581 -1.7950 -7.9424 0.0716
H 2.8489 -3.8049 -6.6986 0.0727
H -1.3943 4.0521 1.0497 0.0865
H -2.0048 3.0558 -0.3119 0.0462
H -0.2910 3.5489 -0.2767 0.0412
H -2.4215 2.5872 2.7932 0.0871
H -2.0614 0.8624 3.1317 0.0493
H -3.0817 1.3035 1.7255 0.0346
H -0.0520 3.3192 2.9900 0.0878
H 1.3532 2.8059 2.0111 0.0253
H 0.6994 1.7157 3.2748 0.0397
H -3.8980 -2.3310 -2.1998 0.0756
H -2.3584 -3.1135 -1.7106 0.0528
H -2.3718 -1.9865 -3.0915 0.0079
H -4.8299 -0.8760 -0.2088 0.0682
H -3.7361 -0.6284 1.1836 0.0191
H -3.8997 -2.2574 0.4667 0.0604
H -4.3834 0.1197 -2.1572 0.0671
H -2.8399 0.7075 -2.8453 0.0498
H -3.4716 1.4249 -1.3394 0.0356
H 4.8110 1.1732 -1.3996 0.0742
H 3.6108 0.3858 -2.5003 0.0367
H 4.3554 -0.5605 -1.1894 0.0543
H 4.6899 1.7124 0.8525 0.0767
H 4.0224 0.2219 1.5943 0.0336
H 3.2659 1.8029 1.9385 0.0335
H 3.6422 3.1091 -1.0156 0.0724
H 2.1091 3.3974 -0.1481 0.0340
H 2.0877 2.7966 -1.8251 0.0546
C 1.1497 -2.0829 -4.1799 -0.8465
C 1.2754 -0.7880 -4.7818 -0.1262
C 0.1915 -0.1800 -5.4153 -0.0507
C -0.9927 -0.9100 -5.6243 -0.0233
C -1.1088 -2.2184 -5.1128 -0.0745
C -0.0481 -2.8086 -4.4299 -0.1681
S 2.2471 -2.6845 -2.9934 0.7892
H 0.1695 0.6272 -1.2584 -0.0827
H 2.2552 -0.2991 -4.7222 0.1223
H 0.2999 0.8408 -5.8035 0.1327
H -1.8219 -0.4850 -6.2131 0.1386
H -2.0140 -2.8167 -5.2967 0.1394
H -0.0956 -3.8722 -4.1711 0.1311
C 3.4187 -2.5301 2.0062 -0.1422
C 2.0136 -3.1092 2.1514 -0.3973
P 0.6082 -1.9443 1.8613 0.9756
C -0.7729 -3.1862 1.7219 -0.4194
C -0.7867 -4.3439 2.7239 -0.1194
C 0.3434 -1.3606 3.6089 -0.3847
C 1.5901 -0.7906 4.2821 -0.1408
H 3.5599 -1.9776 1.0707 0.0443
H 4.1459 -3.3507 2.0096 0.0957
H 3.6872 -1.8662 2.8353 0.0622
H 1.8810 -3.9244 1.4263 0.0926
H 1.9110 -3.5698 3.1431 0.1017
H -1.7181 -2.6278 1.7969 0.0612
H -0.7228 -3.5845 0.6945 0.0667
H -1.0030 -4.0202 3.7495 0.0792
H -1.5669 -5.0616 2.4365 0.0958
H 0.1625 -4.8869 2.7532 0.0721
H -0.0706 -2.1912 4.1982 0.0894
H -0.4518 -0.5968 3.5710 0.0455
H 2.3183 -1.5569 4.5644 0.0802
H 2.1155 -0.0637 3.6533 0.0481
H 1.3046 -0.2703 5.2035 0.0942
```


Record 2
Below is a molecular structure, C23H53B2ClF3IN7O6P3 in a non-equilibrium geometry, with properties calculated with ωB97M-V with the def2-TZVPD basis set.

- Highest occupied orbital energy: -7.90 eV
- LUMO energy: -1.065 eV
- E_tot: -3873.82990 Eh

```
99
Properties=species:S:1:pos:R:3:lowdin_charge:R:1
C 3.6956 -1.9626 -2.5372 -0.1200
C 4.4740 -2.3640 -1.1643 -0.1352
B 4.7349 -1.0647 -0.1818 -0.4207
O 4.5052 0.2365 -0.7583 0.0439
C 5.1809 -1.3714 1.3584 -0.2111
B 3.7515 -1.3272 2.1515 -0.5194
C 2.5283 -0.3334 1.6821 -0.0199
O 3.4571 -2.1797 3.2927 0.0313
C 5.7724 -2.8769 1.2695 -0.3112
O 5.1733 -3.9690 1.4644 0.1012
N 7.2317 -2.6807 0.9549 0.0568
C 7.6660 -1.7727 2.0822 -0.5250
C 7.8109 -2.6152 3.4460 -0.1806
C 8.0953 -4.1827 3.2513 -0.0961
C 9.3786 -4.5416 2.3785 -0.1276
F 9.2351 -4.8421 0.9762 -0.0165
C 10.7081 -4.6435 2.8691 -0.1596
F 11.1708 -4.0971 4.0804 0.0538
F 11.6483 -5.4001 2.0966 0.0326
P 9.4194 -0.9982 1.9324 0.7643
O 9.5973 0.1933 2.9276 -0.5056
C 6.4725 -0.6517 1.9897 -0.9258
Cl 7.0906 0.8287 1.0298 0.5586
I 5.8007 0.3018 3.8420 1.0020
H 2.9638 -1.1009 -2.3934 0.0754
H 4.4715 -1.8037 -3.3580 0.0750
H 3.0816 -2.9015 -2.8242 0.0786
H 3.7746 -3.1172 -0.6301 0.1244
H 5.4580 -2.8665 -1.4939 0.1184
H 5.2153 0.3593 -1.4409 0.1224
H 2.9074 0.6968 1.3638 0.0875
H 1.8503 -0.1529 2.6020 0.0823
H 1.9153 -0.8640 0.8653 0.0933
H 2.7735 -1.7268 3.8409 0.0995
H 7.4233 -2.3082 0.0101 0.1321
H 8.5700 -2.0688 4.1042 0.1144
H 6.7988 -2.5373 4.0042 0.1059
H 8.2843 -4.6304 4.3014 0.1359
H 7.1592 -4.7362 2.8584 0.1288
H 10.4069 -1.9797 2.3448 0.0313
H 9.7564 -0.6518 0.5820 0.0117
O 0.2645 0.7265 -1.1384 -0.3246
P -1.0216 0.9627 -1.9559 0.7753
N -0.7052 -0.3931 -2.9620 -0.3118
C -0.7464 -0.5106 -4.4052 -0.1206
C -0.8889 -1.6943 -2.3280 -0.1460
N -0.3845 2.4241 -2.6464 -0.3492
C 0.3412 2.4416 -3.9064 -0.1450
C 0.3728 3.2647 -1.7067 -0.1537
N -2.5289 1.2382 -2.8469 -0.2995
C -3.6101 0.2784 -2.6582 -0.1300
C -2.8543 2.2735 -3.8066 -0.1181
H -1.7330 -0.3016 -4.8318 0.0702
H -0.4748 -1.5177 -4.7408 0.0837
H -0.0066 0.1239 -4.8895 0.0561
H -1.9458 -1.9802 -2.2767 0.0630
H -0.5032 -1.6918 -1.3028 0.0675
H -0.3458 -2.4932 -2.8410 0.0756
H 1.2310 1.8026 -3.8749 0.0870
H 0.6628 3.4559 -4.1628 0.0838
H -0.2958 2.1461 -4.7393 0.0521
H 1.3931 2.8965 -1.5589 0.0743
H -0.1236 3.3054 -0.7345 0.0703
H 0.4384 4.2950 -2.0717 0.0768
H -3.5704 -0.5140 -3.4139 0.0784
H -4.5987 0.7426 -2.7105 0.0774
H -3.5417 -0.1862 -1.6716 0.0680
H -2.5196 2.0005 -4.8115 0.0783
H -2.4398 3.2460 -3.5389 0.0848
H -3.9348 2.4452 -3.8674 0.0819
O -6.7795 2.2084 -1.0542 -0.3228
P -7.2221 2.5432 0.3855 0.7751
N -6.4604 1.1420 1.0218 -0.3109
C -6.9652 0.1447 1.9435 -0.1185
C -5.0029 1.1866 1.0489 -0.1473
N -8.8913 2.2501 0.0038 -0.3515
C -9.5201 0.9524 0.1931 -0.1448
C -9.3109 2.7386 -1.3185 -0.1551
N -7.7118 3.0151 2.0167 -0.3077
C -6.6637 3.4553 2.9301 -0.1338
C -9.0244 2.9891 2.6293 -0.1213
H -7.2439 0.5545 2.9199 0.0710
H -6.2265 -0.6402 2.1404 0.0846
H -7.8107 -0.4032 1.5320 0.0573
H -4.6262 1.7747 1.8936 0.0649
H -4.6040 1.6399 0.1346 0.0622
H -4.5505 0.1920 1.0996 0.0772
H -9.0179 0.1666 -0.3822 0.0893
H -10.5710 0.9748 -0.1118 0.0839
H -9.5546 0.6742 1.2458 0.0530
H -9.0137 2.0555 -2.1205 0.0753
H -8.8805 3.7210 -1.5248 0.0711
H -10.3988 2.8543 -1.3636 0.0775
H -6.2862 2.6217 3.5322 0.0787
H -7.0080 4.2334 3.6167 0.0803
H -5.8258 3.8844 2.3755 0.0764
H -9.2486 2.0017 3.0425 0.0793
H -9.8191 3.2830 1.9428 0.0848
H -9.1006 3.7040 3.4564 0.0787
```